# C21H39Br9O18

A molecular structure, C21H39Br9O18 at a distorted geometry (wB97M-V/def2-TZVPD, the Open Molecules 2025 dataset).

Last column: Löwdin charge in e.
Positions of all 87 atoms, in Å:
C 17.5490 13.0302 13.6557  -0.0864
O 18.8432 13.4772 14.0576  -0.0206
C 19.9799 12.9757 13.4616  -0.4477
O 20.0622 11.8875 12.8813  0.0826
O 21.1278 13.6988 13.9339  -0.0442
C 22.2944 13.5249 13.0998  -0.0624
H 17.6218 12.5556 12.6772  0.0798
H 16.7375 13.7556 13.7137  0.0982
H 17.2208 12.2310 14.3203  -0.0038
H 22.6745 12.5038 13.0684  0.0887
H 23.1127 14.1482 13.4603  0.0899
H 22.1013 13.8691 12.0838  0.0937
C 11.3391 16.5383 6.9745  -0.0914
O 10.5465 15.8255 7.8537  -0.0192
C 10.7206 14.4429 8.0385  -0.5129
O 11.6007 13.7299 7.5738  0.1111
O 9.8039 14.0611 8.9237  0.0014
C 9.7526 12.7325 9.4163  -0.0373
H 11.5641 15.9553 6.0814  0.0930
H 12.2866 16.8610 7.4060  0.0879
H 10.8424 17.3881 6.5064  0.0929
H 9.5314 12.1131 8.5471  0.1026
H 9.0964 12.5058 10.2566  0.0846
H 10.7317 12.3257 9.6695  0.0502
C 19.7644 12.0157 17.3874  -0.0140
O 18.4612 12.5587 17.4914  -0.0423
C 18.3051 13.8748 17.3121  -0.5482
O 19.1880 14.7764 17.3395  0.0851
O 17.0254 14.1598 17.0413  -0.0051
C 15.9635 13.2028 16.9561  -0.0643
H 19.6153 10.9385 17.4616  0.1014
H 20.3041 12.4195 18.2441  0.1015
H 20.1761 12.3944 16.4519  0.0925
H 15.0893 13.7053 16.5419  0.0929
H 15.7681 12.7451 17.9258  0.0995
H 16.2512 12.3639 16.3223  0.0241
C 15.2165 13.4411 9.3822  -0.0122
O 14.7891 14.8042 9.1532  -0.0050
C 15.6472 15.7202 8.7352  -0.5722
O 16.8966 15.5700 8.6003  0.0645
O 15.0205 16.8853 8.7370  -0.0050
C 15.7764 17.9983 8.2518  -0.0403
H 15.4728 13.0323 8.4048  0.1009
H 14.4399 12.8026 9.8033  0.0390
H 16.1071 13.3945 10.0090  0.0919
H 14.9873 18.7198 8.0398  0.0926
H 16.1895 17.9022 7.2477  0.0962
H 16.5534 18.2916 8.9578  0.1026
C 8.9811 6.8890 11.0861  -0.0211
O 9.4100 8.2650 11.1781  -0.0226
C 8.7132 9.0978 11.9281  -0.6115
O 7.7042 8.8154 12.6191  0.0703
O 9.2786 10.2874 11.9221  -0.0441
C 8.8359 11.3395 12.7620  -0.0951
H 8.1679 6.9051 10.3604  0.1036
H 8.8085 6.5349 12.1025  0.0828
H 9.7514 6.2399 10.6696  0.0923
H 8.7435 11.0494 13.8087  0.0799
H 7.8961 11.6960 12.3403  0.1099
H 9.6532 12.0605 12.7470  -0.0020
C 11.9411 14.5437 11.9993  -0.1303
O 11.3897 15.2791 13.0050  -0.0001
C 10.0733 15.3787 13.1489  -0.5177
O 9.2239 14.8524 12.3983  0.0790
O 9.7405 16.0522 14.2978  -0.0103
C 8.3794 16.0961 14.7569  -0.0480
H 11.8087 15.0458 11.0409  0.1068
H 11.3954 13.6159 11.8275  0.0025
H 13.0067 14.3684 12.1467  0.0939
H 7.7983 15.1983 14.5463  0.0922
H 7.8257 17.0132 14.5557  0.0933
H 8.3730 16.1090 15.8468  0.0855
C 16.4291 7.7508 13.2665  -1.4411
Br 16.7035 6.9977 11.4783  0.5522
Br 14.4452 7.9411 13.6621  0.5024
Br 17.3580 9.4848 13.3397  0.5741
H 17.0117 7.1387 13.9550  -0.0210
C 12.6865 10.9758 13.6013  -1.4146
Br 14.5382 11.3098 14.3647  0.5213
Br 12.6790 11.3590 11.6498  0.6841
Br 11.4071 12.0371 14.6078  0.7007
H 12.4015 9.9301 13.7170  -0.1240
C 11.8089 7.3608 16.1653  -1.4783
Br 12.8611 8.9585 16.5920  0.5594
Br 11.0459 7.4118 14.3215  0.5583
Br 10.2498 7.0294 17.3362  0.5522
H 12.4318 6.4666 16.1822  -0.0214

## Properties
electronic energy: -689642.128 eV
LUMO: -0.032 Ha
molar mass: 1298.7 g mol⁻¹
total charge: 0
energy relative to the best compared isomer or geometry (same formula, charge and spin): 281.8 kJ/mol

# C21H39CeCl3N7O3Si

A molecular structure, C21H39CeCl3N7O3Si at a distorted geometry (wB97M-V/def2-TZVPD, the Open Molecules 2025 dataset).

Last column: Löwdin spin population.
Positions of all 75 atoms, in Å:
C 1.5673 -1.0378 -3.5858  0.0000
C 1.1310 0.3493 -3.2122  -0.0001
H 1.5046 -1.2081 -4.6685  0.0000
H 0.9424 -1.7978 -3.0889  0.0000
H 2.6070 -1.1797 -3.2534  0.0000
C 0.4652 1.1670 -4.0509  -0.0001
C 0.0589 0.8324 -5.4379  0.0000
H 0.2471 2.2007 -3.7821  0.0000
H -0.0050 -0.2436 -5.6191  0.0000
H 0.7563 1.2628 -6.1681  0.0000
H -0.9242 1.2676 -5.6480  0.0000
Ce 0.3736 -0.7344 1.1406  1.0110
Cl 2.8870 -1.0772 1.7360  -0.0033
Cl -1.2775 -2.6387 1.6609  -0.0014
C 0.9084 2.6024 1.8951  0.0000
O 0.2419 1.5349 1.8212  -0.0007
N 0.3775 3.8107 2.0676  -0.0001
C -1.0535 4.0056 2.2955  0.0000
C 1.2161 5.0077 2.0675  0.0000
H 2.0041 2.5768 1.8103  0.0000
H -1.5414 3.0327 2.3779  0.0000
H -1.4926 4.5827 1.4682  0.0000
H -1.1893 4.5836 3.2194  0.0000
H 2.2386 4.7324 1.7802  0.0000
H 1.2313 5.4687 3.0666  0.0000
H 0.8371 5.7513 1.3526  0.0000
H -1.1266 -0.7118 -2.5363  0.0000
H -2.5491 2.0112 -3.1910  0.0000
C -2.1550 -0.7526 -2.1484  0.0002
C -3.2520 1.4659 -2.5428  0.0000
N -2.5666 0.5505 -1.6336  0.0005
H -2.1937 -1.5026 -1.3545  0.0001
C -2.3915 0.8618 -0.3368  0.0006
O -1.8247 0.1055 0.4763  -0.0012
H -3.8078 2.2066 -1.9577  0.0000
H -2.7773 1.8546 -0.0506  0.0000
H -2.8344 -1.0077 -2.9663  0.0000
H -3.9301 0.8901 -3.1819  0.0000
O 0.8077 -0.0575 -0.8594  -0.0045
C 1.4946 0.7518 -1.7855  -0.0005
C -0.0752 2.6944 -1.5122  0.0000
C 1.2316 2.2257 -1.5078  -0.0001
H -0.8659 1.9686 -1.6753  0.0000
C -0.3861 4.0569 -1.4154  0.0000
H 2.5764 0.5726 -1.6538  0.0000
C 2.2702 3.1215 -1.2652  0.0000
H -1.4351 4.3799 -1.4318  0.0000
C 0.6681 4.9610 -1.3519  0.0000
C 1.9801 4.4950 -1.2419  0.0000
H 3.2917 2.7359 -1.1579  0.0000
H 0.4549 6.0373 -1.3686  0.0000
H 2.8093 5.1993 -1.1416  0.0000
Si 0.6344 -5.3708 0.5528  0.0000
Cl 1.0197 -3.5368 -0.5423  0.0001
C -1.1559 -5.6397 1.0018  0.0001
C 1.7156 -5.0843 2.0382  0.0000
C 1.0327 -6.8497 -0.5387  0.0000
H -1.7334 -4.7020 0.9600  0.0000
H -1.2124 -6.0404 2.0246  0.0000
H -1.6273 -6.3670 0.3292  0.0000
H 0.2360 -7.0126 -1.2848  0.0000
H 1.0406 -7.7638 0.0848  0.0000
H 1.9918 -6.7751 -1.0674  0.0000
H 1.7435 -4.0389 2.3840  0.0000
H 2.7347 -5.3971 1.7941  0.0000
H 1.3656 -5.7102 2.8719  0.0000
N -1.4961 -2.7481 6.2578  0.0000
N -0.9454 -1.6862 5.5794  0.0000
N 0.1381 -1.0351 6.0761  0.0000
C 0.6088 -0.4717 4.9511  0.0000
N -0.0673 -0.8392 3.8430  -0.0011
N -1.0883 -1.6230 4.2747  0.0001
H -2.3782 -2.9616 5.8104  0.0000
H -1.5411 -2.5056 7.2353  0.0000
H 1.4584 0.1930 4.9112  0.0000

## Properties
2S+1: 2
electronic energy: -97362.196 eV
LUMO (alpha / beta): 0.012 / 0.012 Ha
molar mass: 712.2 g mol⁻¹
expectation value of S²: 0.75
total charge: 0
energy relative to the best compared isomer or geometry (same formula, charge and spin): 0.0 kJ/mol

# C21H39Cl14N3P

8 unconnected molecules or ions with the total composition C21H39Cl14N3P at a distorted geometry (wB97M-V/def2-TZVPD, the Open Molecules 2025 dataset).

Last column: Löwdin charge in e.
Positions of all 78 atoms, in Å:
C 6.9800 0.6797 -3.7264  -0.0121
C 6.1697 1.3009 -4.6091  -0.1630
C 5.5941 2.7386 -4.3596  -0.1304
C 4.0798 2.6147 -4.2189  -0.1287
C 3.3523 3.0426 -3.0620  0.0627
C 1.9649 2.7854 -3.1738  -0.1115
N 1.4245 2.2209 -4.2306  -0.2595
P -0.3552 1.9124 -4.1710  0.7521
N -0.8980 1.8872 -2.7153  -0.2513
N 2.0043 1.8341 -5.3552  0.1134
C 3.2959 2.0530 -5.2901  -0.0489
H 7.9565 0.2195 -3.9580  -0.0372
H 6.6241 0.5802 -2.6773  0.0858
H 5.8401 0.8355 -5.5601  0.1038
H 5.8180 3.2970 -5.2933  0.1367
H 6.0873 3.1997 -3.4860  0.1122
H 3.8303 3.4799 -2.1807  0.1370
H 1.3106 3.0701 -2.3317  0.1325
H -0.9498 2.8676 -5.0281  0.0186
H -0.5140 0.6299 -4.7687  -0.0079
H -1.3018 0.9853 -2.4631  -0.0409
H 3.8577 1.7571 -6.1950  0.1393
Cl -1.9184 -1.8799 -5.1323  0.5145
C -3.3021 -1.4692 -6.1829  -0.6392
C -3.2808 -0.0152 -6.5828  -0.6455
Cl -3.6230 1.0560 -5.1973  0.5377
H -4.2209 -1.7278 -5.6588  0.0654
H -3.2252 -2.1009 -7.0674  0.0776
H -4.0490 0.1824 -7.3298  0.0772
H -2.3164 0.2647 -7.0046  0.0644
Cl 9.2913 3.7478 -3.9792  0.5450
C 10.7806 3.0352 -3.3027  -0.6472
C 11.2844 1.8766 -4.1297  -0.6305
Cl 10.2040 0.4611 -4.0302  0.6100
H 10.5743 2.7344 -2.2773  0.0714
H 11.5294 3.8265 -3.2830  0.0765
H 12.2591 1.5570 -3.7625  0.0776
H 11.3876 2.1478 -5.1787  0.0727
Cl -1.8276 -0.5388 0.1910  0.5464
C -3.5616 -0.2626 -0.1413  -0.6755
C -4.1887 -1.4161 -0.8843  -0.6627
Cl -3.5768 -1.5445 -2.5547  0.5275
H -3.6528 0.6696 -0.6974  0.0716
H -4.0521 -0.1352 0.8217  -0.0199
H -5.2669 -1.2698 -0.9497  0.0739
H -4.0037 -2.3645 -0.3831  0.0679
Cl -5.5431 -1.1829 2.3209  0.6129
C -4.9832 -1.0567 4.0123  -0.6351
C -5.7495 -0.0150 4.7887  -0.6881
Cl -5.3884 1.6396 4.2323  0.5350
H -3.9160 -0.8411 3.9982  0.0769
H -5.1273 -2.0363 4.4663  0.0310
H -5.4728 -0.0593 5.8420  -0.0324
H -6.8246 -0.1693 4.7118  0.0772
Cl -5.1631 1.3376 7.6758  0.6079
C -5.0359 1.0847 9.4349  -0.6340
C -5.0717 -0.3799 9.7973  -0.6475
Cl -6.6725 -1.1057 9.5002  0.5746
H -5.8420 1.6370 9.9145  0.0724
H -4.0885 1.5202 9.7517  0.0762
H -4.8595 -0.5041 10.8592  0.0772
H -4.3339 -0.9502 9.2332  0.0570
Cl -3.5632 -6.3551 8.0706  0.5435
C -4.0652 -4.9643 9.0640  -0.6643
C -5.1430 -4.1449 8.3959  -0.6628
Cl -4.5368 -3.2785 6.9590  0.5591
H -3.1811 -4.3650 9.2758  0.0673
H -4.4400 -5.3659 10.0052  0.0753
H -5.5149 -3.3878 9.0860  0.0042
H -5.9826 -4.7646 8.0865  0.0752
Cl 3.0881 -3.4388 -1.2737  0.5528
C 2.5955 -2.0448 -0.2820  -0.6592
C 1.5671 -1.1871 -0.9782  -0.6541
Cl 2.2529 -0.3272 -2.3876  0.5774
H 3.4895 -1.4753 -0.0330  0.0676
H 2.1755 -2.4435 0.6410  0.0784
H 1.1944 -0.4252 -0.2938  0.0568
H 0.7201 -1.7767 -1.3243  0.0620

## Properties
electronic energy: -211474.171 eV
LUMO: -0.151 Ha
molar mass: 860.9 g mol⁻¹
total charge: +1

Q: Look up the total charge of the second one.
A: 0